[1]
DFT (the ωB97M-V functional and the def2-TZVPD basis) results for a molecular structure, C27H50N2O2P2SW at a distorted geometry.

Summary:
E_HOMO (spin up / spin down)	-21.08 / -21.07	eV
spin multiplicity	3
gap between HOMO and LUMO (spin up / spin down)	5.96 / 4.93	eV
⟨S²⟩	2.402
net charge	+4

Geometry as XYZ:
```
85
Properties=species:S:1:pos:R:3:forces:R:3
W -0.6251 0.3962 -0.6127 4.4861 3.0207 -1.2045
C -2.4526 0.1750 -1.3285 -7.9601 -3.9878 -0.5698
O -3.5543 -0.1274 -1.6950 6.1646 2.3368 1.5385
C -0.3515 -0.9897 0.7495 -0.3664 -5.3441 5.9104
O -0.1765 -1.7691 1.6456 -0.5886 4.3051 -5.2148
P 0.7703 -1.4525 -1.9787 0.3124 -1.9075 -0.7427
C 2.5068 -2.1164 -1.7593 0.5875 0.4685 1.0265
H 2.5995 -2.8612 -2.5721 -0.6037 0.4227 0.2666
C -0.2070 -3.0651 -2.0425 -0.1780 0.3502 0.5983
H -0.4140 -3.2350 -0.9662 -0.1186 -0.1078 -0.4294
C 0.9205 -0.6818 -3.6510 -0.0036 0.6584 0.3080
H 1.5438 0.2010 -3.4131 0.0235 -0.2340 -0.2421
C -1.8775 3.2780 1.0774 0.4806 0.0840 -0.9748
P -1.1268 1.6715 1.6406 -1.1520 0.2383 1.9962
H -0.3734 2.4852 3.7824 -0.2785 -0.2633 -0.5443
H -1.0534 3.7012 0.4742 -0.2561 0.2250 0.2129
C -2.4851 1.0070 2.7544 0.0069 -0.7342 -0.2175
H -3.0386 1.8812 3.1514 0.5100 -0.2173 -0.3901
C -1.4975 -2.8488 -2.8199 -0.3593 -0.0557 -0.1634
H -1.2850 -2.6346 -3.8764 -0.1273 -0.1761 0.2972
H -2.1087 -2.0304 -2.4231 0.0738 -0.2507 -0.0980
H -2.1064 -3.7621 -2.7809 0.1484 0.2593 -0.0041
C 0.5555 -4.2754 -2.6031 0.3824 0.1000 -0.1614
H -0.1399 -5.1242 -2.6773 0.1483 0.3000 0.0834
H 1.3947 -4.5820 -1.9665 -0.3067 -0.0087 -0.2867
H 0.9268 -4.0617 -3.6165 -0.1251 -0.2688 0.3464
C 1.6537 -1.5978 -4.6468 0.0542 -0.3166 -0.0566
H 2.6139 -1.9747 -4.2798 -0.3322 0.1137 -0.3074
H 1.8512 -1.0341 -5.5695 -0.1330 -0.0522 0.2410
H 0.9990 -2.4454 -4.9036 0.3377 0.3082 -0.0064
C -0.3956 -0.2015 -4.2671 -0.1636 0.6110 -0.3664
H -0.2556 0.8174 -4.6548 -0.1177 -0.3162 -0.1001
H -1.2463 -0.1712 -3.5675 0.0921 -0.1469 -0.2218
H -0.6664 -0.8467 -5.1189 -0.1612 0.3242 0.4321
C 3.6736 -1.1266 -1.9733 0.1138 0.0482 -0.1112
H 3.8130 -0.8763 -3.0339 0.0241 -0.0842 0.3386
H 4.5915 -1.6248 -1.6132 -0.3118 0.2691 -0.2365
H 3.5913 -0.1710 -1.4316 -0.0703 -0.3265 -0.1176
C 2.6681 -2.9124 -0.4570 0.1911 -0.2521 0.4863
H 2.8737 -2.2942 0.4196 -0.1643 -0.5632 -0.5752
H 3.5667 -3.5417 -0.5730 -0.5640 -0.1061 0.0548
H 1.7815 -3.5093 -0.1987 0.4675 -0.1163 -0.2117
C -2.1989 4.2081 2.2586 -0.0250 -0.0367 0.2974
H -1.3858 4.2842 2.9858 -0.3848 0.1236 -0.1458
H -3.0989 3.8695 2.7905 0.2392 0.2061 -0.2339
H -2.3994 5.2114 1.8513 0.0504 -0.2999 0.1429
C -3.1181 3.1474 0.1911 -0.2932 0.1546 -0.1120
H -4.0050 2.8909 0.7856 0.2182 0.0475 -0.1911
C 1.1919 1.1330 3.2885 0.0186 -0.3899 0.2717
H -3.0481 2.4061 -0.6187 0.0515 0.1738 0.1676
H -3.3076 4.1247 -0.2772 -0.0538 -0.2805 0.1492
C 0.9851 3.4602 2.4763 -0.0028 0.1940 -0.0615
H 2.0128 1.0155 2.5680 -0.3015 0.0531 0.0910
H 1.6551 1.4486 4.2393 -0.1709 -0.2247 -0.3520
H 0.7322 0.1525 3.4429 0.1559 0.1527 0.0933
C 0.1910 2.2131 2.8727 0.7833 0.0829 -0.2269
H 1.6648 3.6983 3.3113 -0.1602 -0.0619 -0.3565
H 0.3506 4.3347 2.3210 0.3030 -0.0735 -0.0921
H 1.5837 3.2863 1.5717 -0.1008 0.1280 0.2889
C -1.9432 0.1873 3.9351 0.0989 -0.0520 -0.0203
H -1.4130 -0.7061 3.5629 -0.2653 0.2675 0.3449
H -2.7945 -0.1434 4.5520 0.3433 0.0857 -0.2234
H -1.2672 0.7685 4.5754 -0.2760 -0.2726 -0.0718
C -3.4365 0.1418 1.9205 -0.2477 -0.1573 -0.0022
H -3.7846 0.6364 1.0040 -0.0131 -0.1003 0.2781
H -4.3250 -0.1033 2.5258 0.3287 0.0163 -0.2811
H -2.9392 -0.8020 1.6386 -0.2921 0.2341 0.1386
H 3.0948 -0.7991 0.9745 0.1533 0.0388 0.7801
H 2.8542 -0.4757 0.3758 -0.2710 0.2896 -0.2838
N -0.7768 2.7006 -2.4337 -0.3883 -1.3254 1.4882
C 0.3521 2.9689 -1.7079 1.7503 -1.3195 -1.3574
N 0.9241 2.0678 -0.8619 0.6745 0.5323 -0.1841
C 2.3571 2.3850 -0.6212 -1.1007 1.0867 -0.8344
C 3.3271 1.9125 0.3093 -1.7372 -0.3481 -0.0014
C 4.5779 2.5315 0.4452 1.1971 1.4679 -0.5627
C 4.8827 3.7255 -0.2181 -0.0556 -1.2025 0.7297
C 3.9224 4.2458 -1.1006 0.9521 0.2190 0.3733
C 2.7453 3.5226 -1.3551 -2.0766 -0.4907 0.0638
S 1.4660 4.1896 -2.3433 0.0284 -0.5172 1.0506
H -1.2631 3.4325 -2.9527 -0.0014 -0.1803 0.1646
H -1.3483 1.7931 -2.2777 0.9637 2.3587 -0.8192
H 3.1569 1.1158 1.0293 -0.3225 0.3624 -0.5094
H 5.2690 2.0629 1.1442 0.0452 0.2830 -0.1580
H 5.8181 4.2411 -0.0229 -0.1137 0.0094 -0.1214
H 4.0567 5.2284 -1.5236 0.1356 0.1584 -0.2939
```
Forces are in eV/Å.

***

[2]
DFT (the ωB97M-V functional and the def2-TZVPD basis) results for a single C13H23F3NO2 molecule.

Summary:
E_HOMO (spin up / spin down)	-8.01 / -9.47	eV
spin multiplicity	2
gap between HOMO and LUMO (spin up / spin down)	8.73 / 10.13	eV
⟨S²⟩	0.754
net charge	0

Geometry as XYZ:
```
42
Properties=species:S:1:pos:R:3:forces:R:3
C 4.6869 -0.1766 0.9686 -0.0175 0.0392 -0.0043
C 4.1655 0.1666 -0.4315 0.0015 0.0564 0.1087
O 2.7996 -0.1812 -0.5984 0.0355 -0.0116 -0.1560
C 1.9037 0.7593 -0.0681 0.0842 0.0113 -0.0040
C 0.4815 0.3807 -0.4928 -0.1106 0.0220 -0.0242
C 0.4397 0.4139 -2.0323 -0.0197 -0.0615 -0.0204
F 0.7653 -0.7616 -2.5921 0.0009 0.1364 -0.0036
F -0.7892 0.7369 -2.5015 0.2464 0.0170 -0.0915
F 1.2774 1.3417 -2.5430 -0.1634 -0.0692 0.0223
C -0.4626 1.4383 0.1097 0.0168 -0.0343 -0.0813
C -1.9268 1.0629 0.4299 0.0892 -0.1162 -0.0415
C -2.3494 1.8767 1.6507 -0.0234 0.0777 -0.0017
C -2.8977 1.3759 -0.7186 -0.0193 -0.0493 -0.0471
N -2.0528 -0.3697 0.8074 -0.1914 -0.0029 -0.1133
O -3.1923 -0.7063 1.2684 0.0329 -0.0112 0.0261
C -1.2643 -1.4634 0.1830 -0.0337 0.2793 0.0109
C -1.3154 -2.6528 1.1387 -0.0348 -0.0778 0.0972
C -1.8936 -1.8833 -1.1479 0.0715 -0.0729 -0.0483
C 0.1888 -1.0071 0.0876 0.0065 -0.0602 0.0453
H 5.0545 0.6996 1.5008 -0.0003 0.0124 0.0196
H 5.4912 -0.9088 0.9322 0.0208 -0.0128 -0.0164
H 3.8774 -0.6128 1.5537 -0.0025 -0.0162 0.0332
H 4.7062 -0.3822 -1.1993 -0.0199 -0.0629 -0.0118
H 4.2920 1.2338 -0.6443 -0.0010 0.0034 -0.0268
H 2.1504 1.7668 -0.4246 0.0025 0.0045 0.0444
H 1.9335 0.7699 1.0287 0.0231 -0.0114 0.0245
H -0.4861 2.3147 -0.5383 0.0423 0.0810 0.0080
H -0.0003 1.7695 1.0417 0.0108 -0.0688 0.0539
H -2.2625 2.9410 1.4234 -0.0149 0.0014 0.0014
H -1.7120 1.6491 2.5049 0.0265 -0.0083 0.0308
H -3.3782 1.6476 1.9139 -0.0129 0.0323 0.0134
H -2.6700 2.3577 -1.1351 -0.0421 0.0245 0.0173
H -3.9200 1.3813 -0.3473 -0.0238 -0.0309 0.0707
H -2.8395 0.6489 -1.5224 0.0034 0.0301 0.0164
H -0.4759 -3.3178 0.9340 0.0045 -0.0349 -0.0483
H -2.2388 -3.2136 1.0205 -0.0528 0.0222 0.0353
H -1.2547 -2.3162 2.1725 0.0608 -0.0039 0.0200
H -1.7281 -1.1795 -1.9570 -0.0263 -0.0201 0.0343
H -2.9656 -2.0102 -1.0028 -0.0327 -0.0223 0.0214
H -1.4747 -2.8450 -1.4494 0.0238 0.0077 -0.0269
H 0.5680 -0.9804 1.1142 0.0338 -0.0187 0.0059
H 0.7687 -1.7645 -0.4377 0.0054 0.0194 0.0067
```
Forces are in eV/Å.

***

[3]
DFT (the ωB97M-V functional and the def2-TZVPD basis) results for a single C4H6Cl2O2 molecule at a distorted geometry.

Summary:
E_HOMO	-9.27	eV
spin multiplicity	1
gap between HOMO and LUMO	9.87	eV
SMILES	C/C(Cl)=C(\Cl)C(O)O
net charge	0

Geometry as XYZ:
```
14
Properties=species:S:1:pos:R:3:forces:R:3
C 1.5053 -1.6274 -0.5467 0.3397 2.3546 0.0341
C 0.8365 -0.4275 0.0918 -0.8147 -0.6981 0.3756
Cl 1.7614 0.3909 1.3196 0.4735 -0.0987 -0.1462
C -0.4402 -0.0510 -0.0980 1.0687 2.9161 2.0422
Cl -1.4310 -0.7817 -1.2680 -0.5952 -0.0895 -0.2621
C -1.0638 1.3533 0.7238 2.6266 -1.4505 -0.5815
O -2.3557 1.1278 1.0737 -0.5977 -0.4165 0.8344
O -1.0333 2.4498 -0.1656 1.0507 -0.3251 0.4382
H 2.2094 -2.1416 0.0568 -0.1534 -0.8209 1.3485
H 2.2263 -1.2568 -1.2644 -0.3042 0.2132 -0.9778
H 0.7080 -2.1788 -0.9607 -0.2896 -1.1671 -0.7003
H -0.3033 1.4866 1.6750 -2.3683 -0.0034 -2.5442
H -2.7058 0.4825 0.4528 -0.3537 -0.1912 -0.0854
H -1.9339 2.6983 -0.3985 -0.0823 -0.2229 0.2244
```
Forces are in eV/Å.

***

[4]
DFT (the ωB97M-V functional and the def2-TZVPD basis) results for a molecular structure, C52H63IIrNO4P2S2Si at a distorted geometry.

Summary:
E_HOMO (spin up / spin down)	-2.77 / -5.64	eV
spin multiplicity	6
gap between HOMO and LUMO (spin up / spin down)	4.71 / 6.52	eV
⟨S²⟩	8.780
net charge	-1

Geometry as XYZ:
```
127
Properties=species:S:1:pos:R:3:forces:R:3
Ir 0.2763 0.2729 0.6886 0.4643 0.2981 0.8503
C 1.3916 -3.3340 1.3344 -0.0280 -0.0175 0.0024
Si 0.0549 -2.2132 0.6482 0.0959 -0.1335 -0.2452
C -0.0517 -2.8024 -1.1789 -0.0094 -0.0609 0.0548
C -0.4349 -4.1214 -1.4531 0.0058 0.0435 -0.0047
C -0.4654 -4.6285 -2.7391 -0.0013 -0.0064 -0.0394
C -0.1071 -3.8123 -3.8044 -0.0150 -0.0396 0.0085
C 0.2665 -2.5038 -3.5631 -0.0303 0.0450 0.0463
C 0.3039 -1.9865 -2.2611 -0.0362 0.0484 -0.0143
P 0.6361 -0.2032 -1.9672 -0.2154 -0.1223 -0.4459
C -0.2539 0.5665 -3.4311 0.1455 0.0115 -0.0441
C 0.4906 0.7575 -4.7579 -0.0282 -0.0736 -0.0127
C -0.5339 0.9452 -5.8878 -0.0092 -0.0293 -0.0072
C -1.7632 1.7403 -5.4173 0.0301 0.0292 0.0050
C -1.3684 2.6949 -4.2956 -0.0224 0.0167 -0.0262
C -0.8634 1.9293 -3.0605 0.0120 -0.0242 0.0195
C 2.4552 0.0404 -2.1576 0.0130 -0.0664 0.1197
C 2.7950 1.5320 -2.0179 -0.0012 0.0182 -0.0077
C 4.3104 1.7105 -2.0544 -0.0074 -0.0028 0.0244
C 4.9154 1.2631 -3.4000 0.0045 -0.0007 -0.0195
C 3.9544 0.3791 -4.1998 -0.0170 0.0090 -0.0119
C 3.2439 -0.6343 -3.3058 0.0127 -0.0027 -0.0062
C -1.5821 -2.7094 1.4790 -0.0411 0.0848 0.0141
C -1.8175 -4.0249 1.8788 -0.0162 0.0132 0.0284
C -2.9511 -4.3770 2.5969 0.0099 -0.0075 -0.0079
C -3.8738 -3.4042 2.9485 -0.0152 -0.0121 0.0187
C -3.6588 -2.0873 2.5727 -0.0104 0.0073 -0.0066
C -2.5293 -1.7352 1.8370 0.0857 -0.0489 -0.0497
P -2.2116 -0.0169 1.3189 -0.2583 0.1055 0.1367
C -3.3450 0.2036 -0.1294 0.0042 0.0718 0.0104
C -4.8381 0.1407 0.2006 -0.0006 0.0249 -0.0082
C -5.6881 0.3448 -1.0533 0.0103 0.0063 -0.0037
C -5.3414 -0.6810 -2.1270 0.0036 -0.0197 0.0125
C -3.8578 -0.6062 -2.4704 0.0249 -0.0198 -0.0022
C -2.9990 -0.8044 -1.2250 -0.0112 -0.0281 -0.0199
C -2.9653 1.0557 2.6130 -0.0391 -0.0905 0.0654
C -3.0038 2.5270 2.1214 -0.0070 0.0173 -0.0275
C -2.3823 3.4885 3.1312 0.0110 0.0178 -0.0149
C -2.9786 3.2707 4.5176 -0.0100 0.0235 0.0018
C -2.7625 1.8233 5.0129 -0.0029 -0.0281 -0.0004
C -2.1906 0.9170 3.9244 -0.0203 -0.0197 0.0020
H 1.2381 -4.3588 0.9840 0.0127 -0.0468 0.0011
H 2.3666 -2.9959 0.9841 0.0044 -0.0056 -0.0174
H 1.3888 -3.3066 2.4238 0.0112 0.0115 -0.0011
H -0.7287 -4.7673 -0.6340 -0.0047 -0.0239 0.0332
H -0.7724 -5.6522 -2.9156 -0.0013 -0.0239 0.0005
H -0.1283 -4.1908 -4.8189 -0.0028 -0.0007 -0.0122
H 0.5063 -1.8753 -4.4081 0.0336 0.0473 -0.0433
H -1.0659 -0.1493 -3.6062 -0.0367 0.0274 0.0078
H 1.1222 1.6455 -4.6730 -0.0024 0.0067 -0.0064
H 1.1563 -0.0652 -5.0085 0.0513 -0.0295 0.0246
H -0.0557 1.4529 -6.7298 0.0064 0.0130 -0.0045
H -0.8470 -0.0384 -6.2509 -0.0043 0.0076 -0.0189
H -2.2033 2.2844 -6.2554 -0.0182 -0.0032 -0.0031
H -2.5349 1.0564 -5.0542 -0.0190 -0.0175 0.0214
H -0.5828 3.3617 -4.6632 0.0016 0.0104 -0.0008
H -2.2004 3.3400 -4.0090 -0.0034 -0.0006 -0.0056
H -0.1197 2.5370 -2.5450 -0.0163 -0.0196 -0.0392
H -1.6736 1.7810 -2.3447 -0.0269 0.0041 0.0274
H 2.7823 -0.4229 -1.2230 0.0125 0.0313 -0.0250
H 2.3245 2.1217 -2.8125 0.0141 0.0037 0.0129
H 2.3940 1.9113 -1.0744 -0.0094 -0.0008 0.0088
H 4.5742 2.7476 -1.8412 -0.0034 0.0101 -0.0003
H 4.7349 1.1136 -1.2436 0.0126 -0.0021 0.0206
H 5.1837 2.1339 -4.0036 0.0053 -0.0001 0.0003
H 5.8441 0.7164 -3.2164 0.0070 -0.0048 -0.0020
H 3.2138 1.0071 -4.6994 0.0166 -0.0054 -0.0022
H 4.4975 -0.1424 -4.9920 0.0048 -0.0025 -0.0074
H 2.6172 -1.2954 -3.9032 -0.0499 -0.0121 -0.0158
H 4.0029 -1.2838 -2.8563 0.0002 -0.0049 -0.0078
H -1.0818 -4.7894 1.6594 0.0253 -0.0264 -0.0076
H -3.1026 -5.4055 2.9016 0.0006 -0.0073 0.0017
H -4.7516 -3.6643 3.5271 -0.0085 -0.0057 -0.0005
H -4.3779 -1.3351 2.8724 0.0012 0.0228 0.0004
H -3.1142 1.2116 -0.5006 -0.0032 -0.0083 -0.0397
H -5.0709 -0.8372 0.6353 0.0037 -0.0079 -0.0047
H -5.0978 0.8967 0.9435 -0.0140 0.0124 0.0160
H -6.7495 0.2914 -0.7974 -0.0044 -0.0060 0.0072
H -5.5058 1.3513 -1.4467 -0.0123 0.0107 -0.0042
H -5.5694 -1.6846 -1.7498 -0.0155 -0.0075 -0.0112
H -5.9544 -0.5277 -3.0187 0.0046 0.0124 -0.0096
H -3.5949 -1.3552 -3.2227 0.0025 0.0028 0.0013
H -3.6426 0.3756 -2.9059 0.0268 0.0418 -0.0298
H -3.1466 -1.8221 -0.8446 0.0010 0.0110 0.0072
H -1.9414 -0.7228 -1.4743 0.0389 0.0003 -0.0278
H -3.9904 0.7123 2.7890 0.0003 0.0121 0.0124
H -2.4885 2.6415 1.1675 -0.0304 0.0011 0.0125
H -4.0441 2.8188 1.9454 0.0033 0.0050 -0.0004
H -1.2979 3.3436 3.1556 -0.0032 0.0039 0.0065
H -2.5432 4.5152 2.7960 -0.0002 -0.0069 -0.0018
H -2.5535 3.9837 5.2271 0.0001 0.0005 0.0030
H -4.0505 3.4893 4.4670 -0.0007 0.0102 0.0000
H -2.0805 1.8096 5.8664 0.0111 -0.0017 -0.0014
H -3.7102 1.4066 5.3676 -0.0029 -0.0045 0.0097
H -1.1483 1.1668 3.7412 0.0012 -0.0041 0.0046
H -2.1896 -0.1235 4.2562 0.0032 -0.0058 0.0035
O 1.3006 -2.0953 4.3176 0.0186 -0.0337 0.0639
C 0.8940 -1.0285 3.8690 0.1024 0.1422 0.0181
O 0.1663 -0.8849 2.8267 -0.1231 -0.1155 -0.1100
C 1.1888 0.2281 4.6785 0.0105 -0.0120 -0.0264
C 1.2985 0.0511 6.0538 -0.0004 -0.0018 -0.0017
C 1.5023 1.1181 6.9133 -0.0017 0.0077 0.0007
C 1.6330 2.4021 6.3991 0.0054 -0.0178 0.0154
C 1.5593 2.5964 5.0343 -0.0110 -0.0006 -0.0274
C 1.3223 1.5258 4.1570 0.0195 -0.0262 0.0417
S 1.2316 1.9769 2.4809 -0.1854 -0.0586 -0.1634
H 1.2198 -0.9605 6.4275 -0.0010 -0.0109 0.0076
H 1.5671 0.9486 7.9808 0.0019 -0.0057 0.0114
H 1.8046 3.2446 7.0568 -0.0017 0.0122 0.0060
H 1.6828 3.5852 4.6119 0.0024 0.0109 -0.0025
I 9.3371 -2.1735 -0.2180 -0.5685 0.2243 0.1748
C 7.4226 -1.4191 0.3497 0.2932 -0.1349 -0.1040
C 6.2787 -2.0723 -0.0912 0.2480 -0.0026 0.0062
C 5.0380 -1.5686 0.2657 -0.0227 0.2539 0.1445
C 4.9413 -0.4220 1.0526 0.0903 0.0073 -0.0185
C 6.1015 0.2103 1.4972 -0.2564 -0.1379 -0.1167
C 7.3473 -0.2835 1.1461 0.1592 -0.1453 -0.0954
C 3.5805 0.1721 1.3902 0.0360 -0.1337 0.0794
O 3.5679 1.1727 2.1272 0.0071 0.0427 -0.0179
O 2.5939 -0.4154 0.8646 0.0973 0.0301 -0.0125
H 6.3566 -2.9605 -0.7032 -0.0053 -0.0015 -0.0040
H 4.1299 -2.0570 -0.0633 0.0132 0.0154 -0.0039
H 6.0022 1.0975 2.1080 0.0009 -0.0029 0.0052
H 8.2498 0.2078 1.4834 -0.0026 0.0046 -0.0018
S -1.0313 4.8643 -0.6029 -0.0318 -0.0993 0.0030
C -0.5671 3.3532 -0.2421 0.0525 0.2174 0.0058
N -0.2327 2.2568 -0.0053 -0.0509 -0.0895 -0.1659
```
Forces are in eV/Å.